110
Properties=species:S:1:pos:R:3 method="wB97M-V/def2-TZVPD" smiles="COCCCCCc1c(O)c(COCOCCO)c(P(O)I)c2nc(CCCc3ccccc3)c(COC(C)=O)nc12.O=[N+]([O-])c1ccccc1.O=[N+]([O-])c1ccccc1" homo_lumo_gap_ev=7.1 homo_energy_ev=-8.2513 total_energy_ev=-92266.138
C 0.1361 6.6816 -0.2416
O -0.5039 6.2282 -1.4811
C -0.9976 4.9065 -1.1601
C -1.7107 4.1468 -2.3768
C -1.6982 2.5266 -2.2103
C -0.2398 1.8870 -2.4564
C -0.2669 0.2535 -2.5104
C 0.0766 -0.2467 -1.0079
C 1.5414 -0.4193 -0.5623
O 2.5473 -0.1047 -1.5469
C 1.8711 -0.9111 0.8954
C 3.3793 -1.1506 1.3939
O 4.2987 -1.4682 0.3075
C 5.6360 -1.0142 0.5915
O 5.9284 0.1689 -0.2164
C 5.8117 1.3751 0.5807
C 6.1639 2.6072 -0.4178
O 5.4650 3.8173 -0.0374
C 0.6665 -1.1588 1.8500
P 1.1356 -1.7138 3.6260
O 0.7090 -0.3387 4.6003
I -0.1399 -3.7086 4.2819
C -0.8457 -0.9492 1.4180
N -1.8313 -1.1866 2.4261
C -3.1382 -0.9633 1.8999
C -4.3262 -1.1609 2.9838
C -3.9317 -0.4976 4.4186
C -4.2954 1.0905 4.4713
C -3.0419 2.0201 4.0948
C -2.7395 2.2397 2.5807
C -1.5576 3.0596 2.0113
C -0.5899 3.7196 3.0267
C -0.8943 3.5552 4.5390
C -2.1021 2.7207 5.1062
C -3.4470 -0.5651 0.4271
C -4.9692 -0.3819 -0.1072
O -4.9610 0.7395 -1.0744
C -5.6179 0.2516 -2.2678
C -4.7916 0.0422 -3.6447
O -6.8517 -0.0058 -2.2601
N -2.4530 -0.3321 -0.5698
C -1.1412 -0.5159 -0.0282
H 0.8913 5.8827 0.1201
H 0.7003 7.6607 -0.4065
H -0.6287 6.7858 0.6217
H -0.1913 4.2029 -0.7147
H -1.7815 5.0389 -0.3249
H -2.8240 4.4666 -2.3527
H -1.3260 4.4764 -3.4060
H -2.4051 2.1361 -3.0224
H -2.1217 2.2003 -1.1911
H 0.4055 2.1638 -1.5547
H 0.2023 2.2326 -3.4501
H 0.4645 -0.1723 -3.2776
H -1.3220 -0.0462 -2.8393
H 2.4873 -0.7845 -2.2586
H 3.7947 -0.2737 2.0127
H 3.4135 -2.0639 2.1057
H 6.3432 -1.8404 0.2029
H 5.8656 -0.8613 1.6997
H 6.5633 1.4373 1.4452
H 4.7535 1.5619 0.9711
H 7.2940 2.7506 -0.5229
H 5.7855 2.3277 -1.4755
H 4.5715 3.8013 -0.4434
H 1.0414 0.4223 4.0540
H -5.3019 -0.6616 2.6743
H -4.5629 -2.2848 3.1239
H -2.8443 -0.6813 4.7082
H -4.5667 -0.9839 5.2566
H -5.0973 1.3064 3.6647
H -4.6815 1.4255 5.4906
H -3.4497 1.7546 1.8331
H -1.4435 3.1067 0.8786
H 0.3051 4.2994 2.6117
H -0.1671 4.0901 5.2562
H -2.2870 2.6280 6.2284
H -5.2361 -1.3097 -0.7123
H -5.7038 -0.1108 0.7162
H -3.6756 0.2291 -3.4423
H -4.9304 -1.0520 -3.9868
H -5.1858 0.7378 -4.4745
O -1.7796 -7.1615 5.2811
N -2.1426 -7.9394 4.4099
O -3.2973 -8.3061 4.2473
C -1.1228 -8.4710 3.5026
C 0.2109 -8.1060 3.6779
C 1.1790 -8.6318 2.8290
C 0.8129 -9.5100 1.8132
C -0.5221 -9.8625 1.6370
C -1.4968 -9.3438 2.4829
H 0.5094 -7.4227 4.4655
H 2.2210 -8.3594 2.9608
H 1.5722 -9.9229 1.1558
H -0.8021 -10.5452 0.8416
H -2.5330 -9.6287 2.3370
O 1.1521 -0.2765 -5.2913
N 1.9202 -0.2257 -6.2444
O 1.9674 -1.0565 -7.1381
C 2.8477 0.9057 -6.3129
C 2.8506 1.8552 -5.2921
C 3.7494 2.9148 -5.3491
C 4.6320 3.0234 -6.4198
C 4.6171 2.0777 -7.4412
C 3.7237 1.0129 -7.3913
H 2.1683 1.7820 -4.4521
H 3.7646 3.6557 -4.5566
H 5.3362 3.8492 -6.4581
H 5.3055 2.1691 -8.2747
H 3.7244 0.2811 -8.1918

=====

66
Properties=species:S:1:pos:R:3 method="wB97M-V/def2-TZVPD" homo_lumo_gap_ev="6.5 / 6.5" homo_energy_ev="-6.7469 / -6.7588" total_energy_ev=-72050.008
V 1.5554 -1.1276 2.3729
C -9.5020 3.3681 -3.5746
O -9.1194 2.0469 -3.9015
C -8.1100 1.4895 -3.1795
C -7.4300 2.1354 -2.1536
C -6.4077 1.4715 -1.4850
C -6.0712 0.1741 -1.8254
C -6.7726 -0.4787 -2.8335
C -7.7728 0.1788 -3.5179
N -5.0612 -0.5475 -1.1202
N -3.9972 0.0768 -1.0181
C -2.9571 -0.6094 -0.3380
C -2.8799 -1.9757 -0.2313
C -1.8144 -2.6180 0.4154
C -0.7962 -1.8804 0.9867
O 0.2329 -2.3746 1.6246
C -0.8532 -0.4458 0.8570
N 0.1993 0.2400 1.4004
C 0.2095 1.5509 1.3067
C -0.8157 2.2746 0.6764
C -1.8676 1.6045 0.1156
C -1.9126 0.1948 0.1938
H -10.3166 3.6233 -4.2465
H -8.6780 4.0703 -3.7260
H -9.8534 3.4365 -2.5417
H -7.6787 3.1454 -1.8629
H -5.8703 1.9637 -0.6851
H -6.5190 -1.5016 -3.0801
H -8.3155 -0.3093 -4.3161
H -3.6757 -2.5649 -0.6675
H -1.7888 -3.6974 0.4768
H 1.0614 2.0560 1.7460
H -0.7538 3.3527 0.6291
H -2.6588 2.1363 -0.3939
O 1.9002 -0.7825 3.8869
C 4.7185 -2.9541 2.5221
C 4.9234 -2.0897 1.2757
C 6.4060 -1.7629 1.0883
P 3.7271 -0.6729 1.2712
C 3.4767 -0.2460 -0.5172
C 2.4214 -1.1914 -1.1018
C 4.7025 -0.2312 -1.4286
C 4.4844 0.8130 2.0828
C 4.9348 0.4817 3.5075
C 5.5507 1.5970 1.3207
H 5.3330 -3.8546 2.4570
H 3.6790 -3.2638 2.6381
H 5.0011 -2.4189 3.4294
H 4.5944 -2.6777 0.4092
H 6.8066 -1.2351 1.9535
H 6.5967 -1.1575 0.2046
H 6.9761 -2.6890 0.9853
H 3.0330 0.7563 -0.4739
H 2.7878 -2.2205 -1.1334
H 2.1810 -0.8980 -2.1257
H 1.4962 -1.1851 -0.5248
H 5.1091 -1.2388 -1.5383
H 5.4990 0.4187 -1.0747
H 4.4133 0.1057 -2.4267
H 3.6027 1.4569 2.1818
H 5.8352 -0.1340 3.5125
H 4.1493 -0.0322 4.0613
H 5.1728 1.4079 4.0347
H 6.4433 1.0017 1.1299
H 5.8561 2.4583 1.9197
H 5.1796 1.9791 0.3700

=====

10
Properties=species:S:1:pos:R:3 method="wB97M-V/def2-TZVPD" homo_lumo_gap_ev=8.5 homo_energy_ev=-9.0373 total_energy_ev=-13338.399
C -0.0589 0.6996 0.2795
C 1.8766 -0.0929 -2.4845
C 2.0567 1.1882 -2.3887
O 2.2578 2.3632 -2.4029
I 0.1756 -0.6255 -3.6012
H 0.0269 1.6557 -0.1485
H -0.5780 0.0701 -0.4748
H 2.4018 -0.7489 -1.8868
H -0.3449 0.7084 1.4113
H 1.0002 0.3083 0.2649

=====

51
Properties=species:S:1:pos:R:3 method="wB97M-V/def2-TZVPD" total_charge=+1 homo_lumo_gap_ev=9.0 homo_energy_ev=-11.0269 total_energy_ev=-31982.933
Ag -0.4874 -0.6444 -0.1440
C 1.6312 -3.7084 0.3725
C 2.1408 -2.5126 -0.4023
C 1.5723 -2.3893 -1.8046
O 0.1679 -2.4953 -1.7716
C -0.3488 -2.4772 -3.0830
N 1.8300 -1.2415 0.3038
H 2.0266 -4.5922 -0.1367
H 0.5474 -3.7754 0.4185
H 2.0764 -3.7520 1.3679
H 3.2260 -2.6133 -0.5296
H 2.0224 -3.2172 -2.3832
H 1.9573 -1.5162 -2.3465
H -1.3789 -2.8480 -3.0488
H 0.1445 -3.2006 -3.7402
H -0.3861 -1.4844 -3.5323
H 1.9282 -1.4284 1.2993
H 2.5312 -0.5368 0.1180
C -3.1078 -0.7056 3.4307
C -2.3932 -0.5575 2.1043
C -2.5522 0.8649 1.5795
O -2.1320 1.0210 0.2470
C -2.4142 2.3219 -0.2379
N -0.9387 -0.8716 2.2218
H -4.1492 -0.3894 3.3557
H -2.6106 -0.2566 4.2944
H -3.1381 -1.7513 3.7622
H -2.7690 -1.2392 1.3373
H -2.0633 1.5953 2.2444
H -3.6199 1.0985 1.6995
H -3.4279 2.6264 0.0816
H -2.5670 2.2620 -1.3120
H -1.7303 3.0469 0.2018
H -0.7644 -1.7749 2.6542
H -0.5508 -0.2294 2.9118
C 1.9711 2.3194 1.2878
O 1.1802 1.7472 0.5447
N 1.5923 3.2590 2.1972
N 3.2998 1.9978 1.3227
H 2.2371 3.9773 2.4795
H 0.6174 3.4988 2.2153
H 3.9787 2.4213 1.9295
H 3.6395 1.3429 0.6446
C 0.0207 1.6931 -2.7625
O -0.3528 0.6875 -2.1627
N -0.4264 1.9575 -4.0299
N 0.9514 2.5315 -2.2607
H -0.2565 2.8316 -4.4944
H -1.1793 1.3872 -4.3694
H 1.2012 3.3639 -2.7618
H 1.2533 2.3560 -1.3137

=====

110
Properties=species:S:1:pos:R:3 method="wB97M-V/def2-TZVPD" homo_lumo_gap_ev=9.9 homo_energy_ev=-10.3867 total_energy_ev=-284117.467
C -5.3859 0.9803 -5.5993
C -4.0081 1.3242 -4.8711
O -4.3242 2.1132 -3.6891
C -4.5930 3.4221 -3.7656
O -4.5502 4.1153 -4.7842
O -5.0181 3.7322 -2.6000
C -5.3183 5.0505 -2.1759
H -6.0290 1.8569 -5.6773
H -6.0435 0.2054 -5.2055
H -5.2573 0.7338 -6.6533
H -3.2300 1.7958 -5.4714
H -3.5469 0.4087 -4.5008
H -5.6795 4.9337 -1.1542
H -6.0535 5.5838 -2.7786
H -4.4247 5.6736 -2.1404
C -3.1509 10.1668 9.6347
C -2.9552 9.9682 8.1080
O -4.0946 9.5616 7.3859
C -4.7932 8.4090 7.7512
O -4.6669 7.7432 8.7772
O -5.8169 8.2578 6.8719
C -6.6826 7.1096 6.9700
H -3.9901 10.8520 9.7545
H -2.2306 10.4692 10.1344
H -3.3627 9.2037 10.0991
H -2.1157 9.2811 8.0020
H -2.6095 10.8882 7.6366
H -6.9045 6.7960 7.9900
H -6.4207 6.2804 6.3128
H -7.6960 7.4704 6.7935
C 8.2225 1.9223 -2.2374
C 8.6132 2.3019 -0.8382
O 8.9418 3.6459 -0.8774
C 9.1804 4.4140 0.2566
O 9.4025 5.6030 0.0861
O 9.2737 3.6580 1.4092
C 9.3741 4.2981 2.6685
H 9.1542 1.7618 -2.7799
H 7.7169 2.6851 -2.8296
H 7.7341 0.9689 -2.4384
H 9.3933 1.6940 -0.3798
H 7.7069 2.1480 -0.2525
H 9.9961 5.1866 2.7771
H 9.7520 3.6170 3.4310
H 8.3361 4.5387 2.8982
C 2.9615 -3.8307 -10.6638
C 2.0722 -4.5590 -11.6844
O 1.5623 -3.7265 -12.6717
C 2.2416 -3.5436 -13.8618
O 3.4126 -3.9255 -14.1486
O 1.4732 -2.7693 -14.6425
C 2.0189 -2.3661 -15.9951
H 2.6459 -2.7897 -10.5953
H 4.0282 -3.7675 -10.8785
H 2.8450 -4.2725 -9.6741
H 1.1591 -5.0133 -11.2996
H 2.6581 -5.4158 -12.0174
H 2.8578 -2.9747 -16.3326
H 2.3062 -1.3198 -15.8911
H 1.2964 -2.3954 -16.8108
C 1.4885 -10.0409 -2.0868
C 1.0373 -9.2059 -3.2995
O -0.3291 -9.4527 -3.4784
C -1.0719 -8.8123 -4.3289
O -0.6294 -8.1690 -5.3224
O -2.3764 -9.0197 -4.1421
C -3.3592 -8.6479 -5.0417
H 1.3330 -11.0938 -2.3220
H 0.8524 -9.7878 -1.2385
H 2.5447 -9.8985 -1.8580
H 1.6363 -9.5844 -4.1278
H 1.3848 -8.1804 -3.1738
H -4.3442 -9.0792 -4.8631
H -2.9742 -8.8577 -6.0396
H -3.5115 -7.5707 -5.1083
C -2.1268 1.4739 2.5626
C -0.8142 1.6019 1.8548
O -0.6202 0.4885 0.9389
C 0.4871 0.4649 0.1904
O 1.3191 1.3942 0.1201
O 0.4369 -0.7073 -0.6083
C 1.4000 -0.8607 -1.6332
H -2.2149 2.3467 3.2096
H -2.0914 0.5933 3.2040
H -2.8942 1.4311 1.7898
H 0.0159 1.6008 2.5612
H -0.8437 2.5204 1.2688
H 1.5105 -1.8200 -2.1389
H 2.4262 -0.7405 -1.2860
H 1.1246 -0.0931 -2.3564
C 0.6899 0.7994 10.1596
C 0.6223 0.0323 11.5535
O 0.7672 -1.3891 11.4213
C 0.8304 -2.1101 12.4554
O 0.7389 -1.7503 13.6021
O 0.7019 -3.3642 12.1381
C 0.6783 -4.4941 13.1287
H -0.0088 0.2675 9.5138
H 1.6192 0.8677 9.5941
H 0.3567 1.8220 10.3367
H -0.3071 0.3366 12.0349
H 1.3946 0.4231 12.2159
H 1.5644 -4.4209 13.7591
H 0.4624 -5.4086 12.5762
H -0.0468 -4.5104 13.9423
C -5.2231 -3.7676 0.5925
Br -5.8990 -3.6995 2.4939
Br -6.4569 -4.6514 -0.6964
Br -3.5153 -4.7423 0.6337
H -5.1501 -2.6943 0.4167

=====

45
Properties=species:S:1:pos:R:3 method="wB97M-V/def2-TZVPD" smiles="COc1ccc(N(CC(=O)NCc2ccco2)S(C)(=O)=O)cc1OC" homo_lumo_gap_ev=8.4 homo_energy_ev=-7.8137 total_energy_ev=-43015.470
C -2.7378 -4.6713 -0.3432
O -3.3999 -3.4398 -0.2114
C -2.6476 -2.3259 0.0239
C -1.2725 -2.2990 0.1539
C -0.5908 -1.1093 0.3846
C -1.2883 0.0814 0.4958
N -0.6670 1.3125 0.7487
C 0.7119 1.3586 1.1525
C 1.6884 1.1287 -0.0022
O 1.3341 0.9904 -1.1541
N 2.9803 1.1152 0.3798
C 4.0680 0.8726 -0.5527
C 4.7152 -0.4480 -0.2953
C 4.3412 -1.7178 -0.6257
C 5.3201 -2.5766 -0.0692
C 6.2119 -1.7659 0.5604
O 5.8531 -0.4777 0.4347
S -1.2109 2.6774 -0.0817
C -1.3462 2.1975 -1.8163
O -0.1946 3.6752 0.0785
O -2.5236 3.0145 0.3889
C -2.6816 0.0637 0.3832
C -3.3645 -1.1132 0.1453
O -4.7138 -1.2085 0.0170
C -5.4828 -0.0398 0.1747
H -2.1970 -4.9401 0.5708
H -2.0408 -4.6676 -1.1883
H -3.5199 -5.4065 -0.5264
H -0.6986 -3.2080 0.0718
H 0.4838 -1.1381 0.4587
H 0.8783 0.6305 1.9514
H 0.8848 2.3659 1.5395
H 3.2174 1.2238 1.3530
H 4.8126 1.6681 -0.4623
H 3.6227 0.8889 -1.5502
H 3.4814 -1.9982 -1.1985
H 5.3527 -3.6445 -0.1334
H 7.1086 -1.9740 1.1093
H -1.6055 3.0912 -2.3683
H -2.1210 1.4477 -1.8987
H -0.3824 1.8084 -2.1174
H -3.2065 0.9951 0.4990
H -5.2379 0.7124 -0.5818
H -5.3502 0.3986 1.1684
H -6.5180 -0.3545 0.0513

=====

68
Properties=species:S:1:pos:R:3 method="wB97M-V/def2-TZVPD" total_charge=+1 homo_lumo_gap_ev=9.3 homo_energy_ev=-12.4486 total_energy_ev=-57829.528
N 0.6502 -1.2247 -2.2867
C -0.6750 -1.1783 -1.6337
N -0.8766 0.2370 -1.1527
C -0.1583 0.6599 -0.1308
N 0.7520 0.0092 0.6268
C 1.1796 0.9844 1.5050
N 2.1626 0.7325 2.4450
N 0.5599 2.1231 1.2846
C 0.6951 3.4276 1.9729
P 2.4035 3.8664 2.5872
O 2.5184 5.3245 2.4879
O 2.4608 3.4418 4.1611
O 3.6179 3.2385 1.7191
N -0.3247 1.9752 0.2656
H 1.3619 -1.3607 -1.5663
H 0.7882 -0.2748 -2.6343
H -0.7491 -1.9068 -0.8089
H -1.4835 -1.4156 -2.3696
H -1.5252 0.8067 -1.6798
H 1.7847 0.4214 3.3378
H 2.7845 0.0303 2.0470
H 0.4052 4.2131 1.2445
H -0.0941 3.4672 2.7775
H 1.6844 3.8187 4.6098
H 3.2599 2.6959 0.9944
H -0.9578 2.6688 -0.1174
O 2.8060 -3.0345 -1.5627
H 3.6180 -3.3886 -1.1770
H 2.7914 -3.3970 -2.4581
O -3.1878 -2.7964 -2.9686
H -3.9695 -3.2176 -3.3555
H -3.2004 -3.0874 -2.0490
O -1.5342 -2.5845 1.4356
H -0.7680 -1.9984 1.4069
H -1.1558 -3.4568 1.6049
O -4.4409 -3.1829 -5.3276
H -5.0429 -2.7092 -5.9159
H -3.7505 -3.5109 -5.9139
O -2.8390 0.8153 2.0062
H -2.7459 -0.1044 2.2905
H -2.0249 0.9889 1.5274
O 2.0743 3.0137 -1.6324
H 2.7520 2.3249 -1.6334
H 1.2529 2.5382 -1.4680
O 4.8117 -2.7925 0.7295
H 4.7684 -3.1878 1.6082
H 4.0770 -2.1662 0.7171
O -2.0900 4.0247 4.1604
H -2.8632 3.6036 3.7650
H -2.0970 3.7146 5.0731
O -2.7321 -1.6617 3.9464
H -3.4891 -2.1058 3.5450
H -2.7502 -1.9529 4.8663
O -7.1884 -1.9435 -6.4377
H -7.2318 -2.3482 -5.5633
H -7.9258 -1.3234 -6.4431
O -1.9937 -4.9359 3.9647
H -2.6044 -5.4186 3.3959
H -2.1877 -4.0073 3.7865
O 5.3977 -0.5767 -1.0725
H 6.1224 -0.7420 -1.6855
H 5.3882 -1.3566 -0.5001
O -0.3767 6.9301 0.3703
H 0.4266 6.5708 0.7690
H -0.1488 7.0303 -0.5611
O 3.7358 -2.1053 -4.4072
H 3.8634 -1.3053 -4.9283
H 4.2278 -1.9378 -3.5943

=====

22
Properties=species:S:1:pos:R:3 method="wB97M-V/def2-TZVPD" smiles=C[C@H](CS)NCN.O homo_lumo_gap_ev=9.8 homo_energy_ev=-9.0308 total_energy_ev=-20237.633
C -2.1483 -0.5759 -0.8817
C -1.0625 0.2484 -0.1858
C -1.1438 1.7235 -0.5865
S -2.0598 2.7562 0.5975
N 0.2814 -0.2402 -0.5285
C 0.7043 -1.4299 0.2072
N 2.0703 -1.7910 -0.0359
H -1.9785 -1.6389 -0.7241
H -3.1347 -0.3094 -0.4838
H -2.1874 -0.3822 -1.9542
H -1.1516 0.1194 0.8914
H -0.1192 2.0646 -0.6470
H -1.5784 1.8364 -1.5751
H -2.8426 1.7749 1.0623
H 0.3775 -0.3880 -1.5289
H 0.6286 -1.1263 1.2571
H 0.0597 -2.3152 0.0960
H 2.2047 -2.0631 -1.0064
H 2.6617 -0.9740 0.0750
O 3.6893 0.8489 2.3103
H 2.7617 0.6234 2.1747
H 3.9674 1.2385 1.4665